{
  "formula": "HN2O3S",
  "method": "wB97M-V/def2-TZVPD",
  "total_charge": -1,
  "orbital_gap_ev": 6.335,
  "max_force_ev_per_a": 2.55,
  "lumo_ev": 3.66,
  "e_tot_ev": -19972.0201,
  "elements": ["N", "N", "O", "O", "O", "S", "H"],
  "positions_angstrom": [[1.168, 1.805, 0.947], [0.863, 0.786, 1.241], [-1.490, -2.482, -0.281], [1.488, 2.934, 0.842], [-1.059, -0.877, -2.101], [-0.510, -1.621, -0.949], [-0.460, -0.545, 0.302]],
  "atomic_forces_ev_per_a": [[0.0, 0.3, 1.1], [0.0, -1.5, 0.2], [-0.9, -1.3, 0.1], [0.4, 1.5, -0.9], [-0.1, 0.4, -0.3], [0.7, 1.6, 1.8], [-0.1, -1.0, -2.0]]
}

{
  "formula": "HN2O4S",
  "method": "wB97M-V/def2-TZVPD",
  "total_charge": -1,
  "orbital_gap_ev": 8.705,
  "max_force_ev_per_a": 4.27,
  "lumo_ev": 4.07,
  "e_tot_ev": -22019.7961,
  "elements": ["N", "N", "O", "O", "O", "O", "S", "H"],
  "positions_angstrom": [[-0.363, -0.353, 0.075], [0.155, -0.921, -1.137], [1.491, 1.049, 1.749], [-0.703, -1.369, -1.952], [1.345, -0.947, -1.241], [-0.905, 1.517, 1.558], [0.338, 1.256, 0.806], [-1.359, -0.234, 0.142]],
  "atomic_forces_ev_per_a": [[2.1, -1.3, -1.0], [-3.8, 0.7, 1.7], [-1.6, -0.5, -1.6], [1.7, 0.6, 1.0], [0.7, -0.1, -0.5], [-0.1, -0.1, -0.3], [1.6, 0.9, 1.4], [-0.4, -0.3, -0.8]]
}

{
  "formula": "HN2O4S",
  "method": "wB97M-V/def2-TZVPD",
  "total_charge": -1,
  "orbital_gap_ev": 8.741,
  "max_force_ev_per_a": 5.88,
  "lumo_ev": 4.04,
  "e_tot_ev": -22018.8666,
  "elements": ["N", "N", "O", "O", "O", "O", "S", "H"],
  "positions_angstrom": [[-0.387, 0.532, -0.067], [-0.031, 1.787, -0.002], [1.071, 2.116, 0.465], [-2.587, -0.470, 1.090], [-0.723, 2.588, -0.619], [-2.779, -0.331, -1.333], [-2.378, 0.362, -0.095], [0.033, -0.313, 0.825]],
  "atomic_forces_ev_per_a": [[0.2, -5.1, 3.0], [2.1, 0.8, -0.7], [-0.1, -0.3, 0.9], [0.6, -0.4, 0.3], [-0.6, 0.3, 0.0], [0.9, 0.2, 0.5], [-1.8, 0.4, -0.6], [-1.2, 4.0, -3.3]]
}

{
  "formula": "HN2O4S",
  "method": "wB97M-V/def2-TZVPD",
  "total_charge": -1,
  "orbital_gap_ev": 8.874,
  "smiles": "N=[S@](=O)([O-])ON=O",
  "max_force_ev_per_a": 3.32,
  "lumo_ev": 3.86,
  "e_tot_ev": -22019.7539,
  "elements": ["N", "N", "O", "O", "O", "O", "S", "H"],
  "positions_angstrom": [[0.148, 0.048, 1.021], [0.411, 0.977, -2.229], [0.602, 1.449, -1.018], [-0.348, 2.428, 1.035], [1.462, 0.577, -2.757], [-1.814, 1.063, -0.419], [-0.523, 1.221, 0.252], [0.175, -0.685, 0.319]],
  "atomic_forces_ev_per_a": [[-0.8, 0.5, -1.2], [1.6, -1.7, -1.8], [1.8, 0.5, -0.5], [-0.2, -0.2, -0.9], [-2.5, 1.5, 1.6], [1.3, -0.1, 0.2], [-1.2, 0.1, 2.4], [0.0, -0.6, 0.1]]
}

{
  "formula": "HN3O",
  "method": "wB97M-V/def2-TZVPD",
  "total_charge": 0,
  "orbital_gap_ev": 9.066,
  "smiles": "[H]/N=N/N=O",
  "max_force_ev_per_a": 3.82,
  "lumo_ev": -0.15,
  "e_tot_ev": -6528.1248,
  "elements": ["N", "N", "N", "O", "H"],
  "positions_angstrom": [[-0.200, -0.197, -0.001], [0.855, -0.410, 0.434], [-1.106, 0.587, -0.175], [1.765, -1.151, 0.677], [-1.314, 1.171, -0.935]],
  "atomic_forces_ev_per_a": [[1.1, 0.3, -1.2], [0.5, 0.9, 0.4], [-2.8, -0.2, 2.6], [0.4, -1.2, 0.0], [0.8, 0.2, -1.9]]
}

{
  "formula": "HN3O2",
  "method": "wB97M-V/def2-TZVPD",
  "total_charge": 0,
  "orbital_gap_ev": 8.982,
  "smiles": "[H]/N=[N+](\\[O-])N=O",
  "max_force_ev_per_a": 4.49,
  "lumo_ev": -1.23,
  "e_tot_ev": -8575.2392,
  "elements": ["N", "N", "N", "O", "O", "H"],
  "positions_angstrom": [[0.974, -0.034, 0.219], [-0.177, 0.392, 0.191], [-1.057, -0.801, -0.204], [-0.798, -1.462, -1.165], [-0.821, 1.336, 0.500], [1.879, 0.570, 0.458]],
  "atomic_forces_ev_per_a": [[3.7, 0.7, 0.0], [2.1, -1.4, -0.9], [-2.3, -3.4, -1.9], [0.3, 2.9, 2.6], [-0.6, 1.9, 0.4], [-3.2, -0.7, -0.1]]
}

{
  "formula": "HN3OS",
  "method": "wB97M-V/def2-TZVPD",
  "total_charge": 0,
  "orbital_gap_ev": [7.325, 7.245],
  "spin_multiplicity": 3,
  "s_squared": 2.013,
  "max_force_ev_per_a": 5.89,
  "lumo_ev": [0.39, -2.85],
  "e_tot_ev": -17361.7732,
  "elements": ["N", "N", "N", "O", "S", "H"],
  "positions_angstrom": [[-0.154, -0.310, -1.272], [-1.178, -0.091, -0.726], [1.064, -0.217, 0.094], [0.280, -0.308, 1.149], [-1.430, 0.189, 0.810], [1.418, 0.737, -0.056]],
  "atomic_forces_ev_per_a": [[2.3, 0.9, 0.8], [0.1, -1.2, -2.8], [-1.7, -1.6, -0.9], [3.6, 0.7, -0.9], [-4.5, 1.3, 3.6], [0.2, 0.0, 0.3]]
}

{
  "formula": "HN4O2",
  "method": "wB97M-V/def2-TZVPD",
  "total_charge": 1,
  "orbital_gap_ev": 9.911,
  "max_force_ev_per_a": 7.25,
  "lumo_ev": -6.40,
  "e_tot_ev": -10055.5084,
  "elements": ["N", "N", "N", "N", "O", "O", "H"],
  "positions_angstrom": [[-0.872, 1.316, -0.062], [-1.401, 0.307, 0.071], [0.764, -0.796, 0.059], [1.563, 0.042, -0.032], [-0.393, -1.219, -0.081], [2.557, 0.585, -0.018], [-2.219, -0.235, 0.062]],
  "atomic_forces_ev_per_a": [[-2.2, -4.3, 0.9], [3.0, 6.5, -1.1], [2.9, 0.5, 0.2], [-4.5, -2.5, -0.3], [0.2, -0.7, 0.0], [2.6, 1.5, 0.2], [-1.9, -1.0, 0.2]]
}